1.
C15H9F6NO2 | ωB97M-V/def2-TZVPD

Structure (XYZ):
```
33
Properties=species:S:1:pos:R:3:forces:R:3
O -0.7726 2.7540 0.2588 0.3 0.2 -2.3
N -0.9866 2.4898 -0.9263 -3.1 -1.8 2.1
O -1.8556 1.6158 -1.2425 2.5 2.3 0.2
C -0.2218 3.1367 -2.1485 -0.6 -0.6 0.7
C -1.2163 3.7253 -3.0846 0.3 0.1 -0.5
C -1.6806 2.8448 -4.0370 -0.4 -0.5 0.3
C -2.7220 3.1736 -4.8650 -0.2 0.4 -0.4
C -3.2424 4.4688 -4.8567 -0.1 -0.4 0.3
C -4.4383 4.8043 -5.7071 -0.6 0.3 -0.6
F -5.2071 5.8099 -5.1978 0.8 -0.7 -0.3
F -5.2793 3.7389 -5.8747 0.9 0.8 0.0
F -4.0205 5.2209 -6.9454 -0.6 -0.4 0.8
C -2.6926 5.4011 -3.9928 0.1 0.3 0.1
C -1.6839 5.0329 -3.1056 -0.8 0.1 0.9
C 0.8901 3.9691 -1.6577 0.7 0.2 -0.7
C 1.0540 5.3483 -1.7721 -0.9 0.4 0.8
C 1.9622 5.9794 -0.9356 0.5 0.3 -0.3
C 2.8663 5.2374 -0.1922 -0.2 -0.5 0.5
C 3.8628 5.9014 0.7162 0.7 0.5 0.4
F 4.3786 5.0502 1.6536 -0.3 0.7 -1.0
F 4.8922 6.3976 -0.0433 -0.5 -0.4 0.8
F 3.3631 6.9590 1.4161 0.1 -0.7 -0.7
C 2.8408 3.8468 -0.2831 0.4 0.4 -0.2
C 1.8806 3.2347 -1.0440 -0.5 -0.2 0.8
H 0.1054 2.1335 -2.4612 0.3 0.7 -0.8
H -1.3251 1.8278 -3.9497 -0.1 -0.1 -0.4
H -3.1214 2.4062 -5.4942 -0.3 -0.1 -0.4
H -3.0549 6.4256 -3.9600 -0.1 -0.3 0.0
H -1.4728 5.7232 -2.2880 0.1 -0.2 -0.5
H 0.3851 6.0100 -2.3260 0.3 -0.6 0.1
H 1.9490 7.0642 -0.8821 0.2 -0.1 0.0
H 3.5383 3.2188 0.2229 0.5 0.0 0.5
H 1.7270 2.1617 -1.0005 0.4 0.0 0.0
```
Positions in Å, forces in eV/Å.

Properties
**Gap between HOMO and LUMO**: 9.91 eV
**Strongest force on any atom**: 4.20 eV/Å
**Electronic energy**: -37588.686 eV
**Highest occupied orbital energy**: -0.3789 Eh
**Multiplicity**: 1
**Energy above the lowest of the compared OMol25 structures with the same formula, charge and spin**: 0.0 kcal/mol

Okay, here come the Löwdin numbers, in e, for every atom: 0.0899 -0.2841 0.0387 -0.1177 -0.1700 -0.0160 0.0161 -0.1072 -0.5148 0.1213 0.1220 0.1192 0.0087 -0.0091 -0.1748 0.0072 0.0080 -0.1072 -0.5166 0.1193 0.1184 0.1250 0.0156 -0.0224 0.1548 0.1226 0.1233 0.1287 0.1169 0.1017 0.1312 0.1207 0.1306

2.
C38H58MgN2O2P2Si | ωB97M-V/def2-TZVPD

Structure (XYZ):
```
104
Properties=species:S:1:pos:R:3:forces:R:3
Mg -0.1815 -1.0007 0.7741 0.7 0.0 0.3
C -0.4590 3.0928 -0.0044 -0.1 -0.2 0.0
Si -0.3784 1.3972 0.9174 -0.2 1.3 -1.0
C -1.9792 1.3550 1.9646 0.4 0.2 0.2
C -2.0080 2.0361 3.1801 0.0 0.3 0.3
C -2.9991 1.8527 4.1286 0.1 0.1 0.2
C -3.9839 0.9114 3.8903 -0.1 0.0 0.1
C -3.9899 0.2423 2.6816 -0.3 -0.2 0.0
C -3.0456 0.4805 1.6743 0.2 -0.3 0.1
P -3.4889 -0.6595 0.2544 -0.5 0.2 -0.3
C -5.1002 0.2360 -0.1796 0.2 -0.2 0.4
C -5.9205 -0.4567 -1.2870 -0.1 -0.2 -0.1
C -5.9677 0.3519 -2.5799 0.0 -0.1 -0.2
C -6.5564 1.7534 -2.3591 -0.1 0.1 -0.1
C -6.3196 2.2558 -0.9305 0.1 0.1 0.0
C -4.9786 1.7410 -0.4179 0.0 0.2 0.1
C -2.3894 -0.5408 -1.2776 -0.4 0.0 0.4
C -2.7576 -1.6549 -2.2615 0.1 -0.4 0.2
C -1.5938 -1.8581 -3.2299 0.0 0.0 -0.2
C -1.2451 -0.5617 -3.9617 0.3 -0.1 -0.1
C -0.9567 0.5608 -2.9705 -0.1 0.2 -0.2
C -2.1561 0.7524 -2.0443 0.4 0.2 0.2
C 1.3576 1.7135 1.7112 -0.5 -0.2 0.4
C 1.5301 2.7337 2.6396 -0.1 0.3 0.3
C 2.7593 3.0460 3.1921 -0.1 0.2 0.1
C 3.8764 2.3315 2.8048 0.3 0.0 0.0
C 3.7410 1.3141 1.8779 0.3 0.0 0.0
C 2.5032 0.9915 1.3248 0.0 -0.2 0.0
P 2.3767 -0.3795 0.1083 0.7 0.0 0.1
C 3.2136 0.3187 -1.4195 -0.7 -0.1 0.3
C 3.0609 -0.7494 -2.5205 -0.1 -0.2 -0.2
C 4.2167 -0.7087 -3.5201 0.0 -0.1 -0.2
C 4.5451 0.7314 -3.8988 0.0 -0.1 -0.2
C 4.9874 1.5471 -2.6715 0.1 0.2 0.0
C 4.6445 0.8480 -1.3520 0.0 0.2 0.3
C 3.3867 -1.8094 0.7882 -0.2 0.1 -0.5
C 2.8509 -2.1072 2.2098 -0.2 -0.1 0.1
C 3.9460 -2.0042 3.2664 0.0 0.1 0.2
C 5.0772 -2.9947 2.9872 0.1 -0.1 0.2
C 5.3756 -3.1031 1.4860 0.2 -0.1 -0.1
C 4.9177 -1.8561 0.7325 0.1 0.0 -0.1
H -0.3702 3.8965 0.7396 0.0 -0.1 -0.1
H -1.3908 3.2674 -0.5482 0.0 0.0 0.1
H 0.3710 3.2054 -0.7087 0.0 0.0 0.0
H -1.2120 2.7398 3.4046 -0.1 -0.1 0.0
H -2.9823 2.4154 5.0566 0.0 -0.1 -0.1
H -4.7363 0.6903 4.6422 0.1 0.0 -0.1
H -4.7514 -0.5198 2.5178 0.1 0.1 0.0
H -5.6885 0.1225 0.7481 0.3 0.0 -0.3
H -6.9532 -0.5900 -0.9351 0.2 0.0 0.0
H -5.5258 -1.4586 -1.4833 -0.1 0.0 0.0
H -6.5696 -0.1867 -3.3228 0.2 0.1 0.1
H -4.9556 0.4359 -2.9956 -0.2 0.0 0.0
H -7.6324 1.7475 -2.5707 0.1 0.0 0.0
H -6.0942 2.4528 -3.0703 -0.1 -0.1 0.1
H -7.1125 1.8953 -0.2616 0.1 0.1 -0.1
H -6.3455 3.3492 -0.9087 -0.1 -0.1 0.0
H -4.6985 2.2403 0.5179 0.0 -0.1 -0.2
H -4.2038 1.9733 -1.1562 -0.1 0.0 0.1
H -1.4135 -0.8581 -0.8637 -0.3 0.1 -0.5
H -3.6650 -1.4044 -2.8269 0.1 0.0 0.2
H -2.9437 -2.5856 -1.7108 -0.1 0.1 -0.1
H -1.8414 -2.6388 -3.9572 0.1 0.0 0.1
H -0.7192 -2.2046 -2.6577 -0.1 0.0 -0.1
H -2.0854 -0.2679 -4.6073 0.1 0.0 0.1
H -0.3750 -0.7214 -4.6111 -0.2 0.0 0.0
H -0.7314 1.4920 -3.5069 0.0 -0.1 0.1
H -0.0756 0.3039 -2.3623 -0.1 0.1 -0.1
H -3.0259 1.0093 -2.6604 0.0 -0.1 0.2
H -1.9683 1.5763 -1.3550 -0.1 -0.1 -0.1
H 0.6684 3.3194 2.9432 0.1 0.0 0.0
H 2.8408 3.8468 3.9186 0.0 0.0 0.0
H 4.8524 2.5699 3.2139 -0.1 0.0 0.0
H 4.6246 0.7653 1.5751 -0.1 0.1 0.0
H 2.5731 1.1851 -1.6619 0.1 -0.2 0.0
H 2.1108 -0.5956 -3.0545 0.2 -0.1 0.2
H 3.0123 -1.7502 -2.0722 0.0 0.1 -0.1
H 3.9452 -1.2785 -4.4175 0.1 0.0 0.2
H 5.1077 -1.1874 -3.0912 -0.1 0.0 -0.1
H 3.6505 1.1853 -4.3461 0.1 -0.1 0.0
H 5.3286 0.7389 -4.6668 -0.2 0.1 0.1
H 4.5015 2.5301 -2.6920 0.1 -0.1 0.0
H 6.0684 1.7250 -2.7066 -0.1 0.0 0.0
H 4.7473 1.5689 -0.5304 0.0 -0.2 -0.2
H 5.3509 0.0327 -1.1816 -0.1 0.1 0.1
H 3.0451 -2.6325 0.1331 0.1 0.2 0.2
H 2.4157 -3.1150 2.2363 0.0 0.2 0.0
H 2.0418 -1.4068 2.4590 0.0 -0.2 0.1
H 3.5262 -2.2064 4.2591 0.0 0.1 -0.1
H 4.3361 -0.9771 3.2924 -0.1 -0.2 0.0
H 4.7987 -3.9848 3.3701 0.1 0.2 0.0
H 5.9763 -2.6822 3.5350 -0.2 -0.1 -0.1
H 4.8464 -3.9685 1.0624 0.1 0.1 0.0
H 6.4468 -3.2676 1.3280 -0.1 -0.1 0.0
H 5.2431 -1.9268 -0.3137 0.0 0.1 0.2
H 5.3918 -0.9707 1.1771 -0.1 -0.2 -0.2
N -0.6815 -1.5240 3.2161 0.0 0.2 0.0
N -0.8351 -2.9257 3.1095 -0.1 -0.1 0.4
C -1.0145 -3.4809 1.8175 -0.3 -0.7 1.0
O -1.5149 -4.5855 1.7572 0.0 -0.1 -0.1
O -0.5742 -2.7686 0.8637 0.2 -0.4 -1.1
H -0.0578 -1.3137 3.9992 -0.2 0.0 -0.4
H -1.5808 -1.0648 3.3923 0.2 -0.1 0.0
H -1.4074 -3.3816 3.8213 0.2 0.3 -0.4
```
Positions in Å, forces in eV/Å.

Properties
**Gap between HOMO and LUMO**: 7.54 eV
**Strongest force on any atom**: 1.68 eV/Å
**Electronic energy**: -79324.613 eV
**Highest occupied orbital energy**: -0.2605 Eh
**Multiplicity**: 1
**Energy above the lowest of the compared OMol25 structures with the same formula, charge and spin**: 0.0 kcal/mol

Atom charges from the Löwdin analysis, given in e for atoms 1 to 99: 0.4804 -0.2017 0.6320 -0.3078 -0.1093 -0.0897 -0.0891 -0.1606 -0.3989 1.1390 -0.4360 -0.2036 -0.2045 -0.1957 -0.1979 -0.2059 -0.4760 -0.2165 -0.1896 -0.2009 -0.1956 -0.2162 -0.2943 -0.1077 -0.0761 -0.0764 -0.1119 -0.3682 1.0632 -0.4145 -0.2160 -0.2065 -0.1967 -0.1882 -0.2078 -0.4207 -0.2067 -0.1958 -0.1935 -0.1932 -0.2108 0.0257 0.0118 0.0243 0.0793 0.1029 0.1057 0.0938 0.0927 0.1170 0.0919 0.1126 0.0811 0.1058 0.1095 0.1151 0.1086 0.1134 0.0957 0.0127 0.1032 0.1133 0.1133 0.1169 0.1172 0.1058 0.1179 0.0920 0.1036 0.0524 0.0826 0.1058 0.1071 0.0817 0.1161 0.1039 0.0953 0.1137 0.1117 0.1125 0.1076 0.1107 0.1094 0.1036 0.0946 0.1062 0.1269 0.0713 0.1146 0.1009 0.1106 0.1094 0.1177 0.1095 0.1041 0.1001 0.0201 -0.0145 -0.7400

3.
C10H27AlClIO2P2S | ωB97M-V/def2-TZVPD

Structure (XYZ):
```
45
Properties=species:S:1:pos:R:3:forces:R:3
C -4.8745 -2.0127 -0.5355 -1.2 0.0 -0.3
C -3.5436 -1.4519 -0.4162 2.7 -2.3 1.8
H -4.8772 -3.0348 -0.0999 0.2 0.6 -0.2
H -5.1543 -2.0308 -1.5998 0.0 0.0 0.2
H -5.5822 -1.3513 -0.0107 0.1 -0.2 -0.2
O -2.5228 -1.8671 0.0480 -2.8 2.1 -1.7
I -3.7509 1.4661 -1.7085 -0.6 -1.3 0.4
Al -1.7282 0.3926 -0.6975 3.5 1.8 -0.3
P -0.9734 0.5325 1.6404 0.0 0.0 0.9
C 0.2166 -0.6717 2.2824 0.0 -0.5 -0.3
C -0.2819 2.1156 2.1925 -0.2 0.6 -0.5
H -0.6697 2.3699 3.1855 0.0 -0.1 -0.2
H -2.2961 0.8062 3.6438 -0.1 -0.3 -0.2
H -0.5885 2.8778 1.4716 0.1 0.1 0.2
H -3.3156 0.7404 2.1755 0.1 0.0 0.3
H 1.2193 -0.4993 1.8795 -0.2 0.0 -0.1
H 0.8135 2.1014 2.2224 -0.3 -0.2 -0.1
C -2.4447 0.3025 2.6802 -0.3 0.0 0.0
H 0.2649 -0.6127 3.3784 -0.1 0.1 -0.3
H -2.6322 -0.7655 2.8410 0.0 0.2 0.0
H -0.1153 -1.6717 1.9903 0.2 0.0 0.2
P -0.0916 -1.0520 -1.8782 1.2 -0.7 -0.6
C 0.8529 -2.2655 -0.9051 -0.4 -0.1 0.7
C -0.9501 -2.0540 -3.1196 -0.5 0.1 -0.1
H 0.9348 0.6980 -3.1709 0.3 -0.2 -0.2
H 1.5896 -0.9179 -3.6458 -0.3 0.2 0.4
H 2.1731 -0.0914 -2.1540 -0.6 -0.1 -0.1
C 1.2934 -0.2720 -2.8027 -0.3 0.8 0.0
H -1.6666 -1.4023 -3.6323 0.1 -0.2 -0.2
H -0.2504 -2.4713 -3.8522 -0.1 0.1 0.2
H 1.2989 -3.0321 -1.5576 -0.2 0.3 0.1
H 0.1741 -2.7501 -0.1880 0.4 -0.1 -0.1
H -1.5014 -2.8709 -2.6426 0.1 0.1 -0.1
H 1.6606 -1.7375 -0.3777 -0.2 -0.1 -0.1
Cl -0.5690 2.2676 -1.2687 -0.3 -0.6 0.2
C 4.6823 1.5337 1.4538 -0.1 0.1 -0.3
S 3.0570 1.3903 0.6404 0.5 -0.2 -0.1
C 3.0159 2.8915 -0.3588 0.2 0.2 0.2
O 3.1758 0.2132 -0.3028 -0.4 0.4 0.4
H 4.8957 2.5848 1.7014 -0.1 -0.4 -0.1
H 5.4359 1.1162 0.7645 -0.3 0.2 0.3
H 4.6279 0.9359 2.3710 0.1 0.1 -0.3
H 3.7349 2.7945 -1.1772 -0.1 0.0 0.1
H 1.9925 3.0013 -0.7422 0.4 -0.1 0.1
H 3.2707 3.7543 0.2821 -0.1 -0.4 -0.3
```
Positions in Å, forces in eV/Å.

Properties
**Gap between HOMO and LUMO (spin up / spin down)**: 3.55 / 4.47 eV
**Net charge**: +2
**Strongest force on any atom**: 4.01 eV/Å
**Electronic energy**: -71522.004 eV
**Highest occupied orbital energy (spin up / spin down)**: -0.5162 / -0.5162 Eh
**Multiplicity**: 1

Okay, here come the Löwdin numbers, in e, for every atom: 0.0166 -0.2306 0.1447 0.1307 0.1311 0.1111 0.8787 -0.5532 0.7782 -0.2140 -0.2281 0.0692 0.0691 0.0261 0.0489 0.0317 0.0270 -0.2380 0.0845 0.0604 0.0455 0.7835 -0.2227 -0.2431 0.0313 0.0742 0.0315 -0.2152 0.0524 0.0710 0.0831 0.0394 0.0537 0.0357 0.1524 -0.2208 0.7990 -0.2438 -0.5759 0.0633 0.0743 0.0532 0.0730 -0.0087 0.0696

Q: Which of these has the highest electronic energy?
A: C15H9F6NO2

Q: Number 2 is which compound?
A: C38H58MgN2O2P2Si

Q: Number 2 is which compound?
A: C38H58MgN2O2P2Si

Q: Which of these has the lowest strongest force on any atom?
A: C38H58MgN2O2P2Si